# C90H225N15

A cluster of 15 separate species, C90H225N15 in total in a non-equilibrium geometry (the ωB97M-V functional and the def2-TZVPD basis, the Open Molecules 2025 dataset).

Each atom is followed by the atoms it is bonded to, with distances in Å.
Atoms and positions in Å:
1 C -5.6355 -4.5854 -4.6680  C2 1.536, H8 1.090, H9 1.090, H10 1.090
2 C -5.3924 -5.7784 -3.7321  C1 1.536, N3 1.512, H11 1.090, H12 1.090
3 N -3.9683 -6.0364 -3.2948  C2 1.512, C4 1.463, C6 1.457
4 C -3.4737 -4.9381 -2.4643  N3 1.463, C5 1.535, H13 1.090, H14 1.090
5 C -4.2662 -4.8241 -1.1543  C4 1.535, H15 1.090, H16 1.090, H17 1.090
6 C -3.0908 -6.4116 -4.3963  N3 1.457, C7 1.519, H18 1.090, H19 1.090
7 C -1.8018 -7.0021 -3.8512  C6 1.519, H20 1.090, H21 1.090, H22 1.090
8 H -5.4483 -3.7023 -4.0572  C1 1.090
9 H -6.6967 -4.5150 -4.9069  C1 1.090
10 H -4.9873 -4.6657 -5.5406  C1 1.090
11 H -5.9686 -5.6740 -2.8128  C2 1.090
12 H -5.8784 -6.6525 -4.1656  C2 1.090
13 H -2.4692 -5.2505 -2.1789  C4 1.090
14 H -3.3387 -4.0199 -3.0361  C4 1.090
15 H -5.2465 -4.3723 -1.3064  C5 1.090
16 H -4.3943 -5.8049 -0.6964  C5 1.090
17 H -3.7753 -4.1327 -0.4695  C5 1.090
18 H -2.9060 -5.4791 -4.9296  C6 1.090
19 H -3.4984 -7.1912 -5.0399  C6 1.090
20 H -1.9677 -7.7600 -3.0857  C7 1.090
21 H -1.1741 -6.1827 -3.5010  C7 1.090
22 H -1.2831 -7.4584 -4.6943  C7 1.090
23 C 4.0260 2.2701 5.3837  C24 1.577, H30 1.090, H31 1.090, H32 1.090
24 C 3.9924 1.8355 6.8997  C23 1.577, N25 1.498, H33 1.090, H34 1.090
25 N 2.6142 1.9046 7.4837  C24 1.498, C26 1.468, C28 1.416
26 C 2.1434 3.2918 7.5746  N25 1.468, C27 1.519, H35 1.090, H36 1.090
27 C 0.6463 3.2885 7.3187  C26 1.519, H37 1.090, H38 1.090, H39 1.090
28 C 2.5215 1.1905 8.7024  N25 1.416, C29 1.526, H40 1.090, H41 1.090
29 C 2.4033 -0.3051 8.4250  C28 1.526, H42 1.090, H43 1.090, H44 1.090
30 H 3.1910 1.7481 4.9165  C23 1.090
31 H 4.9233 1.9460 4.8565  C23 1.090
32 H 3.9752 3.3473 5.2250  C23 1.090
33 H 4.3311 0.8016 6.8325  C24 1.090
34 H 4.7322 2.3372 7.5234  C24 1.090
35 H 2.3679 3.7307 8.5467  C26 1.090
36 H 2.5758 3.9546 6.8251  C26 1.090
37 H 0.4044 2.8498 6.3507  C27 1.090
38 H 0.0628 2.6835 8.0127  C27 1.090
39 H 0.3092 4.3225 7.3915  C27 1.090
40 H 1.6444 1.5619 9.2324  C28 1.090
41 H 3.3942 1.3149 9.3435  C28 1.090
42 H 1.6520 -0.4314 7.6455  C29 1.090
43 H 2.0702 -0.8398 9.3145  C29 1.090
44 H 3.3250 -0.7417 8.0405  C29 1.090
45 C -3.6549 1.4843 -3.0530  C46 1.545, H52 1.090, H53 1.090, H54 1.090
46 C -3.2731 2.5180 -1.9704  C45 1.545, N47 1.498, H55 1.090, H56 1.090
47 N -4.2636 3.6409 -1.9945  C46 1.498, C48 1.476, C50 1.462
48 C -3.9808 4.5513 -0.8672  N47 1.476, C49 1.524, H57 1.090, H58 1.090
49 C -4.0064 3.9294 0.5236  C48 1.524, H59 1.090, H60 1.090, H61 1.090
50 C -4.4233 4.3998 -3.2340  N47 1.462, C51 1.541, H62 1.090, H63 1.090
51 C -3.1031 4.9939 -3.7634  C50 1.541, H64 1.090, H65 1.090, H66 1.090
52 H -3.8334 1.9074 -4.0415  C45 1.090
53 H -4.5166 0.8894 -2.7503  C45 1.090
54 H -2.8717 0.7357 -3.1732  C45 1.090
55 H -3.2656 1.9878 -1.0180  C46 1.090
56 H -2.2499 2.8651 -2.1137  C46 1.090
57 H -3.0381 5.0840 -0.9923  C48 1.090
58 H -4.7428 5.3258 -0.7803  C48 1.090
59 H -3.8403 4.6926 1.2840  C49 1.090
60 H -4.9245 3.3919 0.7608  C49 1.090
61 H -3.2115 3.2080 0.7126  C49 1.090
62 H -5.1012 5.2377 -3.0717  C50 1.090
63 H -4.9537 3.7922 -3.9671  C50 1.090
64 H -3.2766 5.3824 -4.7669  C51 1.090
65 H -2.2437 4.3677 -4.0032  C51 1.090
66 H -2.8137 5.8541 -3.1599  C51 1.090
67 C -1.3539 -1.4079 -1.3346  C68 1.518, H74 1.090, H75 1.090, H76 1.090
68 C -1.3227 -0.7908 0.0520  C67 1.518, N69 1.447, H77 1.090, H78 1.090
69 N -0.0322 -0.1661 0.2486  C68 1.447, C70 1.469, C72 1.521
70 C 0.2817 0.1554 1.6470  N69 1.469, C71 1.534, H79 1.090, H80 1.090
71 C -0.5756 1.2166 2.3480  C70 1.534, H81 1.090, H82 1.090, H83 1.090
72 C 0.1716 1.0278 -0.6722  N69 1.521, C73 1.547, H84 1.090, H85 1.090
73 C 1.5959 1.6267 -0.5994  C72 1.547, H86 1.090, H87 1.090, H88 1.090
74 H -0.3698 -1.7648 -1.6385  C67 1.090
75 H -1.6946 -0.6742 -2.0653  C67 1.090
76 H -2.0002 -2.2542 -1.5671  C67 1.090
77 H -2.1220 -0.0670 0.2110  C68 1.090
78 H -1.4279 -1.5478 0.8290  C68 1.090
79 H 1.3086 0.5196 1.6753  C70 1.090
80 H 0.1967 -0.7790 2.2017  C70 1.090
81 H -0.2434 1.4169 3.3667  C71 1.090
82 H -1.6200 0.9051 2.3663  C71 1.090
83 H -0.5698 2.2004 1.8788  C71 1.090
84 H 0.1483 0.7313 -1.7209  C72 1.090
85 H -0.5879 1.7877 -0.4888  C72 1.090
86 H 1.7524 2.3404 0.2095  C73 1.090
87 H 2.3081 0.8267 -0.3971  C73 1.090
88 H 1.7973 2.1054 -1.5577  C73 1.090
89 C 2.8944 -3.5669 8.4238  C90 1.541, H96 1.090, H97 1.090, H98 1.090
90 C 3.0497 -3.2900 6.9158  C89 1.541, N91 1.476, H99 1.090, H100 1.090
91 N 4.4315 -3.2881 6.3977  C90 1.476, C92 1.478, C94 1.460
92 C 4.5677 -2.7637 5.0228  N91 1.478, C93 1.578, H101 1.090, H102 1.090
93 C 4.4212 -1.1930 4.9719  C92 1.578, H103 1.090, H104 1.090, H105 1.090
94 C 5.1884 -4.5021 6.6904  N91 1.460, C95 1.548, H106 1.090, H107 1.090
95 C 4.8066 -5.6444 5.7178  C94 1.548, H108 1.090, H109 1.090, H110 1.090
96 H 3.1149 -4.6111 8.6454  C89 1.090
97 H 1.8813 -3.2967 8.7218  C89 1.090
98 H 3.6072 -2.9393 8.9586  C89 1.090
99 H 2.4235 -4.0068 6.3847  C90 1.090
100 H 2.5524 -2.3524 6.6677  C90 1.090
101 H 5.4867 -3.1055 4.5466  C92 1.090
102 H 3.7642 -3.1795 4.4149  C92 1.090
103 H 3.4737 -0.9097 5.4302  C93 1.090
104 H 5.2377 -0.7693 5.5565  C93 1.090
105 H 4.3438 -0.7626 3.9735  C93 1.090
106 H 5.1287 -4.8940 7.7058  C94 1.090
107 H 6.2384 -4.2342 6.5725  C94 1.090
108 H 3.9095 -6.2069 5.9765  C95 1.090
109 H 5.6224 -6.3621 5.6315  C95 1.090
110 H 4.6767 -5.2933 4.6941  C95 1.090
111 C -7.0497 1.5086 1.8021  C112 1.553, H118 1.090, H119 1.090, H120 1.090
112 C -6.2084 0.7638 0.7301  C111 1.553, N113 1.524, H121 1.090, H122 1.090
113 N -6.0032 -0.7052 1.0798  C112 1.524, C114 1.492, C116 1.501
114 C -5.2166 -1.3005 -0.0393  N113 1.492, C115 1.532, H123 1.090, H124 1.090
115 C -6.1276 -1.5561 -1.2445  C114 1.532, H125 1.090, H126 1.090, H127 1.090
116 C -5.0795 -0.8377 2.2551  N113 1.501, C117 1.544, H128 1.090, H129 1.090
117 C -5.0727 -2.2555 2.8674  C116 1.544, H130 1.090, H131 1.090, H132 1.090
118 H -7.0185 2.5877 1.6512  C111 1.090
119 H -6.5895 1.3801 2.7818  C111 1.090
120 H -8.0586 1.0967 1.8227  C111 1.090
121 H -6.7973 0.8356 -0.1843  C112 1.090
122 H -5.2729 1.3085 0.6034  C112 1.090
123 H -4.3859 -0.6686 -0.3534  C114 1.090
124 H -4.8621 -2.2807 0.2799  C114 1.090
125 H -6.5752 -0.6323 -1.6112  C115 1.090
126 H -5.5044 -1.7943 -2.1065  C115 1.090
127 H -6.8670 -2.3178 -0.9974  C115 1.090
128 H -5.3589 -0.1476 3.0512  C116 1.090
129 H -4.0157 -0.6707 2.0858  C116 1.090
130 H -4.5593 -2.9823 2.2380  C117 1.090
131 H -6.1346 -2.4735 2.9810  C117 1.090
132 H -4.5130 -2.2254 3.8022  C117 1.090
133 C 8.3908 1.2897 0.7031  C134 1.541, H140 1.090, H141 1.090, H142 1.090
134 C 7.5230 2.0201 -0.3408  C133 1.541, N135 1.487, H143 1.090, H144 1.090
135 N 6.5172 2.8687 0.3509  C134 1.487, C136 1.495, C138 1.480
136 C 6.0408 3.9628 -0.5502  N135 1.495, C137 1.512, H145 1.090, H146 1.090
137 C 5.1689 3.6378 -1.7415  C136 1.512, H147 1.090, H148 1.090, H149 1.090
138 C 5.4723 2.0255 0.9730  N135 1.480, C139 1.535, H150 1.090, H151 1.090
139 C 4.3752 2.8264 1.6875  C138 1.535, H152 1.090, H153 1.090, H154 1.090
140 H 8.7935 1.9895 1.4353  C133 1.090
141 H 9.2051 0.8638 0.1169  C133 1.090
142 H 7.8812 0.4288 1.1359  C133 1.090
143 H 8.1992 2.6827 -0.8811  C134 1.090
144 H 7.1055 1.3746 -1.1135  C134 1.090
145 H 5.6854 4.7832 0.0732  C136 1.090
146 H 6.9507 4.4870 -0.8425  C136 1.090
147 H 4.3925 2.9372 -1.4342  C137 1.090
148 H 4.7434 4.5827 -2.0793  C137 1.090
149 H 5.6674 3.2782 -2.6416  C137 1.090
150 H 6.0196 1.4234 1.6982  C138 1.090
151 H 5.0389 1.3111 0.2731  C138 1.090
152 H 4.8148 3.5066 2.4170  C139 1.090
153 H 3.7315 2.1501 2.2500  C139 1.090
154 H 3.8169 3.3807 0.9331  C139 1.090
155 C 3.3451 5.2580 -6.3442  C156 1.553, H162 1.090, H163 1.090, H164 1.090
156 C 2.2955 6.2649 -5.7993  C155 1.553, N157 1.491, H165 1.090, H166 1.090
157 N 1.8027 5.8324 -4.4597  C156 1.491, C158 1.472, C160 1.513
158 C 1.0315 4.5803 -4.5347  N157 1.472, C159 1.546, H167 1.090, H168 1.090
159 C 0.6704 4.0418 -3.1307  C158 1.546, H169 1.090, H170 1.090, H171 1.090
160 C 1.1600 7.0036 -3.7500  N157 1.513, C161 1.532, H172 1.090, H173 1.090
161 C -0.1175 7.5307 -4.4118  C160 1.532, H174 1.090, H175 1.090, H176 1.090
162 H 4.0089 4.8644 -5.5744  C155 1.090
163 H 3.9280 5.6888 -7.1583  C155 1.090
164 H 2.9136 4.3771 -6.8194  C155 1.090
165 H 2.6929 7.2722 -5.6751  C156 1.090
166 H 1.4610 6.4063 -6.4862  C156 1.090
167 H 1.7165 3.8674 -4.9935  C158 1.090
168 H 0.1612 4.6982 -5.1803  C158 1.090
169 H 0.4972 2.9663 -3.0928  C159 1.090
170 H -0.2056 4.5723 -2.7573  C159 1.090
171 H 1.4483 4.2972 -2.4110  C159 1.090
172 H 1.0139 6.6981 -2.7139  C160 1.090
173 H 1.8556 7.8405 -3.6880  C160 1.090
174 H 0.0225 7.8096 -5.4562  C161 1.090
175 H -0.9303 6.8056 -4.4533  C161 1.090
176 H -0.3845 8.4581 -3.9051  C161 1.090
177 C -9.3768 -0.0059 -6.9217  C178 1.494, H184 1.090, H185 1.090, H186 1.090
178 C -8.9337 -1.2729 -6.2647  C177 1.494, N179 1.457, H187 1.090, H188 1.090
179 N -7.6577 -1.7160 -6.8109  C178 1.457, C180 1.472, C182 1.463
180 C -6.5719 -0.7975 -6.4317  N179 1.472, C181 1.561, H189 1.090, H190 1.090
181 C -6.4737 -0.5743 -4.8897  C180 1.561, H191 1.090, H192 1.090, H193 1.090
182 C -7.6891 -2.2522 -8.1715  N179 1.463, C183 1.542, H194 1.090, H195 1.090
183 C -6.4521 -3.1253 -8.4618  C182 1.542, H196 1.090, H197 1.090, H198 1.090
184 H -8.8702 0.9181 -6.6427  C177 1.090
185 H -10.4337 0.1816 -6.7325  C177 1.090
186 H -9.3101 -0.0773 -8.0073  C177 1.090
187 H -8.9360 -1.1449 -5.1822  C178 1.090
188 H -9.6399 -2.0940 -6.3878  C178 1.090
189 H -5.6425 -1.2340 -6.7975  C180 1.090
190 H -6.6593 0.1774 -6.9113  C180 1.090
191 H -6.5817 -1.5536 -4.4235  C181 1.090
192 H -5.5284 -0.1319 -4.5754  C181 1.090
193 H -7.2590 0.0895 -4.5283  C181 1.090
194 H -7.8056 -1.4056 -8.8481  C182 1.090
195 H -8.5995 -2.8498 -8.2174  C182 1.090
196 H -6.2906 -3.9114 -7.7241  C183 1.090
197 H -5.5112 -2.5751 -8.4702  C183 1.090
198 H -6.5307 -3.5706 -9.4536  C183 1.090
199 C -0.5307 -3.3501 -4.8840  C200 1.594, H206 1.090, H207 1.090, H208 1.090
200 C -1.6268 -2.6049 -5.7695  C199 1.594, N201 1.458, H209 1.090, H210 1.090
201 N -1.6129 -1.1649 -5.5443  C200 1.458, C202 1.482, C204 1.442
202 C -0.3431 -0.4475 -5.8093  N201 1.482, C203 1.539, H211 1.090, H212 1.090
203 C -0.3921 0.9388 -5.1435  C202 1.539, H213 1.090, H214 1.090, H215 1.090
204 C -2.7454 -0.5474 -6.1892  N201 1.442, C205 1.536, H216 1.090, H217 1.090
205 C -2.8394 -0.6787 -7.7171  C204 1.536, H218 1.090, H219 1.090, H220 1.090
206 H 0.4945 -3.0368 -5.0815  C199 1.090
207 H -0.6747 -4.4113 -5.0871  C199 1.090
208 H -0.6837 -3.0642 -3.8434  C199 1.090
209 H -1.3946 -2.8528 -6.8052  C200 1.090
210 H -2.5650 -3.0978 -5.5148  C200 1.090
211 H 0.5443 -1.0055 -5.5104  C202 1.090
212 H -0.2556 -0.3174 -6.8879  C202 1.090
213 H -1.0006 1.6874 -5.6509  C203 1.090
214 H -0.7718 0.9868 -4.1229  C203 1.090
215 H 0.6202 1.3410 -5.1814  C203 1.090
216 H -2.9285 0.4829 -5.8842  C204 1.090
217 H -3.6219 -1.0726 -5.8096  C204 1.090
218 H -3.7861 -0.3105 -8.1123  C205 1.090
219 H -2.7103 -1.6835 -8.1193  C205 1.090
220 H -2.1003 -0.0721 -8.2405  C205 1.090
221 C 5.0454 -5.5232 1.1959  C222 1.526, H228 1.090, H229 1.090, H230 1.090
222 C 4.8738 -4.1945 0.4652  C221 1.526, N223 1.508, H231 1.090, H232 1.090
223 N 5.5703 -3.1435 1.2920  C222 1.508, C224 1.483, C226 1.481
224 C 7.0433 -3.2353 1.1504  N223 1.483, C225 1.565, H233 1.090, H234 1.090
225 C 7.6689 -2.6426 2.4567  C224 1.565, H235 1.090, H236 1.090, H237 1.090
226 C 5.0705 -1.7847 0.9821  N223 1.481, C227 1.517, H238 1.090, H239 1.090
227 C 3.6219 -1.6799 1.4212  C226 1.517, H240 1.090, H241 1.090, H242 1.090
228 H 6.0690 -5.8959 1.2329  C221 1.090
229 H 4.4527 -6.2702 0.6677  C221 1.090
230 H 4.6606 -5.4516 2.2132  C221 1.090
231 H 5.3272 -4.2174 -0.5257  C222 1.090
232 H 3.8017 -3.9997 0.4383  C222 1.090
233 H 7.4088 -4.2601 1.0854  C224 1.090
234 H 7.4220 -2.7666 0.2421  C224 1.090
235 H 8.7377 -2.4300 2.4301  C225 1.090
236 H 7.2878 -1.7159 2.8858  C225 1.090
237 H 7.4618 -3.3248 3.2812  C225 1.090
238 H 5.2775 -1.5541 -0.0629  C226 1.090
239 H 5.5812 -0.9921 1.5290  C226 1.090
240 H 3.4420 -2.1927 2.3661  C227 1.090
241 H 2.9066 -2.1010 0.7147  C227 1.090
242 H 3.2564 -0.6607 1.5471  C227 1.090
243 C -4.3614 0.1438 7.1688  C244 1.538, H250 1.090, H251 1.090, H252 1.090
244 C -3.8517 -0.2851 5.7830  C243 1.538, N245 1.487, H253 1.090, H254 1.090
245 N -2.4968 0.1984 5.4061  C244 1.487, C246 1.439, C248 1.459
246 C -2.3845 1.6261 5.5448  N245 1.439, C247 1.522, H255 1.090, H256 1.090
247 C -3.3258 2.3767 4.6137  C246 1.522, H257 1.090, H258 1.090, H259 1.090
248 C -1.4501 -0.5380 6.1057  N245 1.459, C249 1.554, H260 1.090, H261 1.090
249 C -1.3857 -1.9789 5.5263  C248 1.554, H262 1.090, H263 1.090, H264 1.090
250 H -5.2804 -0.4141 7.3485  C243 1.090
251 H -4.6236 1.2018 7.1692  C243 1.090
252 H -3.6140 -0.0780 7.9306  C243 1.090
253 H -3.8461 -1.3746 5.7506  C244 1.090
254 H -4.6418 -0.0040 5.0867  C244 1.090
255 H -1.3421 1.8929 5.3704  C246 1.090
256 H -2.5812 2.0338 6.5364  C246 1.090
257 H -3.2399 3.4633 4.6040  C247 1.090
258 H -4.3540 2.2070 4.9333  C247 1.090
259 H -3.2277 1.9727 3.6061  C247 1.090
260 H -0.4741 -0.1154 5.8668  C248 1.090
261 H -1.4701 -0.4027 7.1870  C248 1.090
262 H -0.5874 -2.5962 5.9384  C249 1.090
263 H -2.2825 -2.5985 5.5256  C249 1.090
264 H -1.1645 -1.8291 4.4695  C249 1.090
265 C 1.6920 -5.8870 3.6137  C266 1.558, H272 1.090, H273 1.090, H274 1.090
266 C 1.6001 -4.9732 2.3551  C265 1.558, N267 1.468, H275 1.090, H276 1.090
267 N 0.2012 -4.8454 1.9277  C266 1.468, C268 1.458, C270 1.459
268 C -0.5178 -4.0438 2.9108  N267 1.458, C269 1.543, H277 1.090, H278 1.090
269 C -2.0476 -4.0521 2.7121  C268 1.543, H279 1.090, H280 1.090, H281 1.090
270 C 0.1616 -4.1593 0.6404  N267 1.459, C271 1.503, H282 1.090, H283 1.090
271 C 0.7219 -5.0926 -0.3957  C270 1.503, H284 1.090, H285 1.090, H286 1.090
272 H 1.4519 -5.3638 4.5392  C265 1.090
273 H 2.7125 -6.2695 3.6315  C265 1.090
274 H 1.0924 -6.7972 3.6176  C265 1.090
275 H 2.0516 -3.9890 2.4800  C266 1.090
276 H 2.2571 -5.3927 1.5933  C266 1.090
277 H -0.3402 -4.5434 3.8631  C268 1.090
278 H -0.1109 -3.0584 3.1378  C268 1.090
279 H -2.3879 -3.4099 1.8998  C269 1.090
280 H -2.3937 -5.0699 2.5319  C269 1.090
281 H -2.5288 -3.7604 3.6456  C269 1.090
282 H 0.7187 -3.2228 0.6651  C270 1.090
283 H -0.8783 -4.0016 0.3542  C270 1.090
284 H 0.3588 -6.1121 -0.2654  C271 1.090
285 H 1.8107 -5.1273 -0.4335  C271 1.090
286 H 0.4441 -4.6831 -1.3669  C271 1.090
287 C 2.6598 -2.2546 -2.0962  C288 1.565, H294 1.090, H295 1.090, H296 1.090
288 C 3.1497 -0.8534 -2.5920  C287 1.565, N289 1.488, H297 1.090, H298 1.090
289 N 4.0248 -0.9778 -3.7893  C288 1.488, C290 1.485, C292 1.474
290 C 5.2260 -1.7523 -3.3874  N289 1.485, C291 1.540, H299 1.090, H300 1.090
291 C 6.0972 -2.1622 -4.5900  C290 1.540, H301 1.090, H302 1.090, H303 1.090
292 C 4.4884 0.3220 -4.3077  N289 1.474, C293 1.547, H304 1.090, H305 1.090
293 C 3.3244 1.1510 -4.9004  C292 1.547, H306 1.090, H307 1.090, H308 1.090
294 H 2.2753 -2.8266 -2.9406  C287 1.090
295 H 1.7935 -2.0344 -1.4723  C287 1.090
296 H 3.3895 -2.9205 -1.6357  C287 1.090
297 H 2.2597 -0.2997 -2.8909  C288 1.090
298 H 3.6586 -0.3204 -1.7889  C288 1.090
299 H 5.7556 -1.2975 -2.5503  C290 1.090
300 H 4.8775 -2.7404 -3.0870  C290 1.090
301 H 6.6311 -1.3024 -4.9946  C291 1.090
302 H 6.8653 -2.8957 -4.3449  C291 1.090
303 H 5.5411 -2.5527 -5.4423  C291 1.090
304 H 5.2158 0.1583 -5.1028  C292 1.090
305 H 5.0202 0.8766 -3.5346  C292 1.090
306 H 2.6835 1.7454 -4.2493  C293 1.090
307 H 2.7012 0.4570 -5.4645  C293 1.090
308 H 3.6566 1.7855 -5.7220  C293 1.090
309 C -0.7133 5.1240 2.4049  C310 1.518, H316 1.090, H317 1.090, H318 1.090
310 C 0.7241 5.0067 2.8792  C309 1.518, N311 1.494, H319 1.090, H320 1.090
311 N 1.5972 6.2142 2.7689  C310 1.494, C312 1.482, C314 1.491
312 C 1.5595 6.8951 1.4532  N311 1.482, C313 1.576, H321 1.090, H322 1.090
313 C 2.0579 5.9099 0.3288  C312 1.576, H323 1.090, H324 1.090, H325 1.090
314 C 1.2957 7.1954 3.8508  N311 1.491, C315 1.510, H326 1.090, H327 1.090
315 C 2.2457 8.3679 3.9104  C314 1.510, H328 1.090, H329 1.090, H330 1.090
316 H -1.2655 5.9081 2.9230  C309 1.090
317 H -1.2048 4.2175 2.7580  C309 1.090
318 H -0.7912 5.2726 1.3279  C309 1.090
319 H 0.7088 4.4909 3.8393  C310 1.090
320 H 1.1573 4.2296 2.2495  C310 1.090
321 H 0.6674 7.4605 1.1836  C312 1.090
322 H 2.3281 7.6669 1.4121  C312 1.090
323 H 2.2561 6.5048 -0.5628  C313 1.090
324 H 2.9838 5.4642 0.6923  C313 1.090
325 H 1.4387 5.0541 0.0597  C313 1.090
326 H 1.4116 6.6665 4.7968  C314 1.090
327 H 0.2580 7.4848 3.6853  C314 1.090
328 H 2.0440 8.9317 4.8212  C315 1.090
329 H 2.1042 9.0788 3.0963  C315 1.090
330 H 3.2816 8.0697 4.0720  C315 1.090

Properties
charge = 0
ΔE to the lowest compared entry with this formula, charge and spin = 108.4 kcal/mol
largest force on an atom = 0.0599 Eh/bohr
orbital gap = 8.6 eV
multiplicity = 1

Here are the Mulliken charges for atoms 1 to 5, given in e:
1. C 0.16
2. C -1.41
3. N 0.04
4. C 0.48
5. C -0.93